No. 1
{
  "formula": "C3H10O3",
  "method": "wB97M-V/def2-TZVPD",
  "max_force_ev_per_a": 4.26,
  "e_above_lowest_kcal_mol": 38.01,
  "total_charge": 1,
  "lumo_energy_ev": [-6.277, -9.807],
  "multiplicity": 2,
  "species": ["O", "C", "C", "C", "H", "H", "H", "H", "H", "H", "H", "H", "O", "H", "H", "O"],
  "coordinates": [[0.039078, 0.288444, 1.638026], [0.709276, -0.645326, 1.148517], [0.937428, -0.911318, -0.304741], [2.020264, 0.080152, -0.797984], [1.488624, -1.178350, 1.902357], [1.369363, -1.927990, -0.398732], [-0.031886, -0.754596, -0.761592], [2.938666, 0.021088, -0.134634], [2.229052, -0.348384, -1.772223], [1.610902, 1.080718, -0.884486], [-3.060528, -1.084309, -1.049521], [-2.254148, 0.090986, -0.529354], [-2.141478, -0.855210, -0.668749], [-1.601198, 1.369936, 1.097341], [-2.037246, 2.855734, 0.852600], [-2.216164, 1.918421, 0.663173]],
  "forces_ev_per_angstrom": [[2.061, -3.448, -1.421], [0.309, 2.655, 2.745], [0.249, -0.669, 0.109], [0.511, -0.450, 1.074], [-1.688, 0.822, -0.979], [-0.730, 0.443, 0.107], [-0.220, -0.326, -0.507], [-0.985, 0.296, -1.010], [0.403, 0.294, -0.236], [0.226, 0.111, 0.042], [2.220, 0.184, 0.853], [-0.077, 0.428, 0.056], [-2.157, -0.355, -0.859], [0.964, -0.386, 1.178], [0.079, -0.649, 0.025], [-1.164, 1.051, -1.178]],
  "nbo_charge": [-0.104, 0.470, -0.488, -0.581, 0.329, 0.277, 0.320, 0.236, 0.270, 0.242, 0.507, 0.487, -0.986, 0.458, 0.500, -0.939]
}

=====

No. 2
{
  "formula": "C28H54Cl22N2O2PS",
  "method": "wB97M-V/def2-TZVPD",
  "max_force_ev_per_a": 2.28,
  "total_charge": 1,
  "lumo_energy_ev": -4.051,
  "species": ["C", "S", "O", "O", "C", "C", "N", "C", "C", "P", "N", "C", "H", "H", "H", "H", "H", "H", "H", "H", "H", "H", "Cl", "C", "C", "Cl", "H", "H", "H", "H", "Cl", "C", "C", "Cl", "H", "H", "H", "H", "Cl", "C", "C", "Cl", "H", "H", "H", "H", "Cl", "C", "C", "Cl", "H", "H", "H", "H", "Cl", "C", "C", "Cl", "H", "H", "H", "H", "Cl", "C", "C", "Cl", "H", "H", "H", "H", "Cl", "C", "C", "Cl", "H", "H", "H", "H", "Cl", "C", "C", "Cl", "H", "H", "H", "H", "Cl", "C", "C", "Cl", "H", "H", "H", "H", "Cl", "C", "C", "Cl", "H", "H", "H", "H", "Cl", "C", "C", "Cl", "H", "H", "H", "H"],
  "coordinates": [[6.551617, 0.153546, 1.522892], [6.011961, -1.307440, 0.611176], [5.838379, -0.983265, -0.771781], [6.881388, -2.404223, 0.890525], [4.333916, -1.684716, 1.181753], [4.006477, -2.888705, 1.698784], [2.761717, -3.103431, 2.095075], [1.806098, -2.172652, 2.032614], [2.084585, -0.940339, 1.539389], [0.898643, 0.489936, 1.388798], [1.622650, 1.713341, 2.064057], [3.379536, -0.696142, 1.093308], [7.106881, 0.827898, 0.873431], [7.167634, -0.224743, 2.346319], [5.683041, 0.682841, 1.925660], [4.753407, -3.670224, 1.792701], [2.528871, -4.007612, 2.492421], [0.820388, -2.430244, 2.393931], [-0.350770, 0.210932, 1.962955], [0.705997, 0.790154, 0.021304], [1.776053, 2.445983, 1.378578], [3.604792, 0.284341, 0.672101], [4.687619, -3.224590, 5.356152], [5.882742, -1.909606, 5.140916], [5.343273, -0.574545, 5.586176], [4.058713, -0.015018, 4.498381], [6.178938, -1.896016, 4.093422], [6.754030, -2.168623, 5.734434], [6.130806, 0.172317, 5.558266], [4.948876, -0.614414, 6.599305], [9.215829, -2.662761, 5.420715], [10.374094, -1.333812, 5.171426], [9.821987, 0.002246, 5.599350], [8.486891, 0.572483, 4.541345], [10.653466, -1.329012, 4.120384], [11.258834, -1.570241, 5.760064], [10.606561, 0.754516, 5.542564], [9.445533, -0.024658, 6.618911], [-1.230856, 2.656918, 0.895569], [-2.996095, 2.919346, 0.900611], [-3.750867, 1.674146, 1.286105], [-3.619237, 0.400315, 0.045174], [-3.283002, 3.273972, -0.086354], [-3.196708, 3.712628, 1.618825], [-4.808669, 1.906733, 1.397517], [-3.390884, 1.259965, 2.225902], [-3.458014, 6.567465, 0.460078], [-1.894738, 7.029097, -0.273167], [-0.718518, 6.475998, 0.498375], [-0.549446, 7.243931, 2.099333], [-1.859047, 8.114333, -0.331404], [-1.895057, 6.634547, -1.284469], [0.202461, 6.668833, -0.042352], [-0.805417, 5.402269, 0.647172], [3.603085, 2.477676, -0.565909], [4.624947, 2.421889, -2.036737], [6.084733, 2.251314, -1.719836], [6.775792, 3.688162, -0.923007], [4.441195, 3.333523, -2.600168], [4.280845, 1.575733, -2.629641], [6.643467, 2.096659, -2.641457], [6.247306, 1.395582, -1.074894], [0.235658, 6.204549, -2.585052], [1.795738, 6.664190, -3.314623], [2.959724, 6.105559, -2.536933], [3.122620, 6.863920, -0.934078], [1.834035, 7.749170, -3.372258], [1.803609, 6.267599, -4.328936], [3.887123, 6.296657, -3.076168], [2.859348, 5.031450, -2.390622], [-4.320460, 0.576946, -5.050403], [-4.143381, -1.160183, -4.676569], [-3.223563, -1.394490, -3.509216], [-1.526200, -0.983773, -3.893903], [-3.785683, -1.661389, -5.572828], [-5.137152, -1.540768, -4.442744], [-3.239418, -2.445272, -3.236079], [-3.519511, -0.810481, -2.641715], [-4.332788, -4.186781, -1.835594], [-5.413299, -5.515779, -2.335788], [-4.949220, -6.131712, -3.627855], [-5.169037, -4.992507, -4.979946], [-6.424375, -5.123670, -2.422849], [-5.401134, -6.255374, -1.536526], [-5.541473, -7.017537, -3.853735], [-3.901770, -6.421596, -3.583958], [-2.824161, -1.613378, 2.904665], [-2.232962, -2.229971, 4.469940], [-1.412532, -1.202854, 5.205962], [0.135845, -0.873705, 4.377730], [-1.661379, -3.135642, 4.279275], [-3.107115, -2.495238, 5.062446], [-1.170271, -1.565293, 6.203567], [-1.942913, -0.258948, 5.305346], [-10.954861, 0.933219, -3.525785], [-9.356703, 1.351003, -2.857828], [-8.232419, 0.677728, -3.602743], [-8.220702, -1.088178, -3.344138], [-9.352701, 1.082776, -1.803694], [-9.251828, 2.432116, -2.938614], [-7.276362, 1.055816, -3.248830], [-8.296120, 0.859230, -4.672853], [-8.933397, -6.831790, -3.745213], [-9.605733, -6.271399, -5.302373], [-8.622508, -5.423938, -6.067319], [-8.330454, -3.858925, -5.274210], [-10.525751, -5.729902, -5.096551], [-9.852147, -7.161399, -5.879465], [-9.013100, -5.208573, -7.060964], [-7.664606, -5.928851, -6.177440]],
  "forces_ev_per_angstrom": [[-0.547, -0.544, 0.499], [0.469, 0.254, -0.780], [-0.432, 0.661, -0.369], [-0.116, -0.479, 0.921], [0.906, 1.186, -0.061], [1.120, -0.800, 0.130], [-0.417, -0.740, 0.424], [-0.797, -0.309, 0.182], [-0.609, 0.632, -0.797], [0.910, 2.071, 0.295], [0.069, -0.508, -0.136], [-0.412, 0.596, -0.137], [0.052, -0.288, -0.159], [-0.095, 0.182, -0.222], [0.065, -0.051, -0.053], [-0.218, -0.095, 0.127], [0.058, 0.066, 0.008], [0.089, -0.212, -0.014], [0.184, -0.846, -0.345], [-0.191, -1.021, -0.018], [-0.006, 0.168, 0.298], [0.075, -0.108, 0.125], [-0.066, -0.032, -0.129], [0.118, 0.146, 0.147], [0.086, -0.166, 0.144], [-0.329, 0.202, -0.220], [-0.019, -0.012, 0.011], [-0.097, -0.031, 0.024], [0.030, -0.054, -0.052], [-0.120, -0.074, -0.073], [0.103, -0.077, -0.023], [0.110, 0.089, -0.111], [0.122, 0.037, 0.096], [0.230, -0.052, 0.072], [-0.068, -0.016, 0.000], [-0.043, 0.047, 0.059], [-0.028, 0.005, -0.076], [-0.083, -0.034, -0.050], [-0.124, 0.229, 0.035], [-0.260, 0.082, -0.062], [-0.048, 0.066, 0.117], [0.052, -0.090, 0.009], [0.046, -0.048, -0.011], [0.062, -0.028, 0.027], [0.010, 0.026, -0.072], [0.054, -0.019, -0.050], [-0.029, 0.010, 0.027], [0.147, -0.006, 0.043], [-0.033, 0.039, 0.030], [-0.046, -0.038, 0.044], [-0.045, -0.010, 0.098], [-0.077, -0.057, 0.037], [-0.016, 0.099, 0.027], [-0.064, 0.026, 0.052], [0.125, 0.056, -0.078], [-0.076, -0.100, -0.271], [0.111, 0.055, -0.003], [-0.026, -0.009, 0.065], [0.017, 0.036, 0.097], [0.003, -0.030, 0.066], [-0.058, 0.018, -0.025], [-0.039, -0.046, -0.033], [0.134, -0.051, -0.319], [0.103, 0.002, -0.192], [0.128, -0.024, -0.052], [-0.044, -0.053, 0.027], [-0.029, -0.011, 0.108], [-0.005, -0.059, 0.038], [-0.032, 0.064, -0.008], [-0.096, 0.042, 0.067], [-0.028, 0.028, -0.006], [-0.107, -0.126, -0.017], [-0.008, -0.070, 0.053], [0.045, 0.052, 0.042], [0.049, 0.071, 0.003], [0.003, 0.015, 0.069], [0.022, 0.032, -0.161], [0.018, 0.107, -0.042], [-0.082, -0.033, 0.216], [-0.158, -0.195, 0.104], [-0.049, -0.147, -0.032], [0.260, -0.057, -0.095], [0.063, 0.099, -0.061], [0.083, -0.011, -0.030], [-0.090, 0.067, 0.031], [0.009, 0.110, -0.022], [0.100, -0.020, -0.068], [-0.081, -0.033, 0.060], [-0.187, -0.047, 0.170], [0.061, 0.045, 0.384], [0.008, 0.031, -0.022], [0.001, 0.062, 0.005], [0.071, -0.040, -0.048], [0.048, 0.017, -0.106], [0.009, -0.023, 0.023], [0.012, 0.097, 0.046], [0.061, 0.074, -0.039], [0.047, 0.019, 0.007], [-0.028, -0.073, -0.039], [0.020, -0.017, -0.057], [0.039, 0.012, 0.061], [-0.065, -0.068, 0.007], [0.021, 0.006, 0.041], [-0.094, -0.040, -0.153], [0.062, -0.020, -0.114], [-0.153, 0.066, -0.020], [0.064, 0.035, 0.097], [0.067, -0.012, 0.018], [-0.076, -0.011, 0.041], [0.009, 0.033, 0.078]],
  "lowdin_charge": [-0.110, 0.646, -0.294, -0.283, -0.222, -0.023, 0.139, -0.077, -0.280, 0.663, -0.287, -0.039, 0.069, 0.014, 0.060, 0.159, 0.191, 0.102, -0.054, 0.012, -0.081, 0.054, 0.544, -0.686, -0.653, 0.593, 0.045, 0.000, 0.012, 0.078, 0.599, -0.635, -0.607, 0.610, 0.073, 0.079, 0.078, 0.075, 0.592, -0.632, -0.651, 0.543, 0.068, 0.062, 0.081, 0.040, 0.549, -0.674, -0.702, 0.545, 0.074, 0.008, -0.007, 0.017, 0.606, -0.609, -0.654, 0.561, 0.053, 0.083, 0.085, 0.015, 0.641, -0.624, -0.665, 0.569, 0.075, 0.076, 0.077, 0.038, 0.537, -0.660, -0.685, 0.520, 0.069, 0.052, -0.015, 0.029, 0.585, -0.645, -0.643, 0.559, 0.057, 0.076, 0.067, 0.068, 0.561, -0.646, -0.608, 0.609, 0.067, 0.080, 0.080, 0.077, 0.542, -0.668, -0.658, 0.522, 0.066, 0.072, 0.061, 0.072, 0.539, -0.648, -0.667, 0.507, 0.070, 0.074, 0.076, 0.039]
}